[1]
DFT (ωB97M-V/def2-TZVPD) results for a cluster of 2 separate species, C3H8N4O in total in a non-equilibrium geometry.

Positions of all 16 atoms, in Å:
C -0.2068 -1.5993 0.3573
C -0.2817 -0.2181 0.2181
C 1.1150 -2.4206 0.3656
N 0.6720 3.2567 -1.2731
N -0.1289 3.8727 -0.6168
N 1.7866 3.1326 -1.5379
N -1.4297 0.4604 -0.0400
O 2.4489 2.7721 -2.4118
H -1.0794 -2.2762 0.1937
H 0.5837 0.4252 0.3462
H 1.1494 -2.9649 -0.5432
H 0.9676 -3.2849 1.0255
H 1.9163 -1.8624 0.7391
H -0.7686 3.2065 -0.1235
H -1.4681 1.3373 0.5198
H -2.2880 -0.2158 0.0110

- Kohn-Sham gap (eV) = 7.66
- E_LUMO (eV) = -0.39
- total energy (Eh) = -413.1292
- charge = 0
- SMILES string = [H]/N=N/N=O.C/C=C/N
- HOMO energy (eV) = -8.1

List of Löwdin charges in e, atom by atom: atom 1 (C): -0.1505, atom 2 (C): -0.2833, atom 3 (C): -0.1149, atom 4 (N): -0.0696, atom 5 (N): 0.0907, atom 6 (N): -0.1221, atom 7 (N): -0.0121, atom 8 (O): 0.0434, atom 9 (H): 0.0936, atom 10 (H): 0.1010, atom 11 (H): 0.0490, atom 12 (H): 0.0618, atom 13 (H): 0.0449, atom 14 (H): 0.0551, atom 15 (H): 0.0730, atom 16 (H): 0.1401

---

[2]
DFT (ωB97M-V/def2-TZVPD) results for a structure of composition C10H27AgO6S3 in a non-equilibrium geometry.

Positions of all 47 atoms, in Å:
Ag 0.1200 0.5979 -0.3337
C 0.7750 4.3787 2.0626
C -0.3372 3.8125 1.1668
O -0.0100 2.8748 0.2344
H 0.5194 5.3637 2.4669
H 1.6939 4.5172 1.4769
H 1.0256 3.6495 2.8347
H -0.8403 4.6541 0.6289
H -1.1405 3.4312 1.8656
O 1.0732 0.5942 -2.5051
C 0.1500 0.1450 -3.4283
C -1.2427 0.7929 -3.5292
O -1.2661 2.1084 -3.7742
H -0.0705 -0.9360 -3.1932
H 0.5998 0.1852 -4.4435
H -1.8174 0.6017 -2.5590
H -1.8008 0.2403 -4.3463
C -3.3009 -2.6481 1.3131
S -2.3636 -1.2081 1.8917
O -1.1781 -1.1076 1.0126
C -3.4323 0.0644 1.2188
H -3.8592 -3.1023 2.1325
H -2.5492 -3.3664 0.9776
H -3.9395 -2.4420 0.4561
H -4.4465 0.1639 1.6054
H -3.4251 0.0600 0.1258
H -2.8837 0.9846 1.4551
C 2.0270 1.3673 2.5755
S 2.5002 -0.3235 2.1966
O 1.7950 -0.7202 0.9631
C 4.1810 0.1119 1.6800
H 2.4101 2.0729 1.8404
H 2.4587 1.5649 3.5616
H 0.9448 1.4747 2.5753
H 4.7037 0.5413 2.5372
H 4.1044 0.7913 0.8343
H 4.6939 -0.8118 1.4162
C -0.9046 -3.1879 -1.9257
S 0.4014 -3.4441 -0.7224
O 0.7323 -4.9060 -0.9383
C 1.6727 -2.5128 -1.5806
H -0.5142 -3.5422 -2.8777
H -1.2174 -2.1457 -2.0123
H -1.7942 -3.7611 -1.6561
H 1.4617 -1.4322 -1.5401
H 1.6781 -2.7721 -2.6399
H 2.6123 -2.7745 -1.1003

- Kohn-Sham gap (eV) = 2.62
- E_LUMO (eV) = 3.83
- total energy (Eh) = -2189.8964
- charge = -2
- HOMO energy (eV) = 1.2

List of Löwdin charges in e, atom by atom: atom 1 (Ag): 0.7088, atom 2 (C): -0.1486, atom 3 (C): -0.5637, atom 4 (O): -0.3698, atom 5 (H): 0.0456, atom 6 (H): 0.0611, atom 7 (H): 0.0174, atom 8 (H): 0.0789, atom 9 (H): 0.0672, atom 10 (O): -0.3951, atom 11 (C): -0.4946, atom 12 (C): -0.5998, atom 13 (O): -0.3739, atom 14 (H): 0.0392, atom 15 (H): 0.0784, atom 16 (H): 0.0523, atom 17 (H): 0.0527, atom 18 (C): -0.2624, atom 19 (S): 0.8151, atom 20 (O): -0.6076, atom 21 (C): -0.2698, atom 22 (H): 0.0349, atom 23 (H): 0.0395, atom 24 (H): 0.0518, atom 25 (H): 0.0487, atom 26 (H): 0.0630, atom 27 (H): 0.0449, atom 28 (C): -0.2911, atom 29 (S): 0.8159, atom 30 (O): -0.5887, atom 31 (C): -0.2664, atom 32 (H): 0.0521, atom 33 (H): 0.0474, atom 34 (H): 0.0446, atom 35 (H): 0.0420, atom 36 (H): 0.0641, atom 37 (H): 0.0403, atom 38 (C): -0.2814, atom 39 (S): 0.7881, atom 40 (O): -0.6259, atom 41 (C): -0.2798, atom 42 (H): 0.0487, atom 43 (H): 0.0362, atom 44 (H): 0.0352, atom 45 (H): 0.0077, atom 46 (H): 0.0559, atom 47 (H): 0.0407

---

[3]
DFT (ωB97M-V/def2-TZVPD) results for a cluster of 2 separate species, C2H9NOS in total in a non-equilibrium geometry.

Positions of all 14 atoms, in Å:
S 2.7952 -1.4418 0.8237
N 0.0000 0.0000 0.0000
C 2.1893 0.2290 0.5798
C 0.7969 0.5625 1.0270
H 4.1159 -1.3096 1.0702
H -0.9651 -0.1205 0.3266
H 0.4017 -0.9425 -0.0546
H 2.4193 0.5586 -0.4517
H 2.8792 0.7589 1.2643
H 0.6049 1.6465 1.1428
H 0.4052 0.0532 1.9284
O 10.1908 -2.3667 -0.6027
H 11.0351 -2.7015 -0.2240
H 9.8202 -1.7816 0.0963

- Kohn-Sham gap (eV) = 9.76
- E_LUMO (eV) = 0.66
- total energy (Eh) = -609.7354
- charge = 0
- SMILES string = NCCS.O
- HOMO energy (eV) = -9.1

List of Löwdin charges in e, atom by atom: atom 1 (S): 0.6838, atom 2 (N): -0.0458, atom 3 (C): -0.6034, atom 4 (C): -0.3934, atom 5 (H): -0.1454, atom 6 (H): 0.0801, atom 7 (H): 0.0415, atom 8 (H): 0.0855, atom 9 (H): 0.0651, atom 10 (H): 0.1187, atom 11 (H): 0.1132, atom 12 (O): -0.0910, atom 13 (H): 0.0459, atom 14 (H): 0.0451

---

[4]
DFT (ωB97M-V/def2-TZVPD) results for a structure of composition C26H44BrCrN2O3PSi.

Positions of all 79 atoms, in Å:
Cr 0.7107 0.4516 0.0955
C 1.6307 1.6054 5.1326
C 1.8631 0.9055 3.7903
C 3.0711 1.5348 3.0884
P 0.3993 0.7720 2.6568
C -0.6659 -0.5932 3.3292
C -0.7850 -0.7269 4.8469
C -0.2174 -1.9295 2.7318
C -0.6558 2.2933 2.7603
C -1.4874 2.5460 4.0159
C 0.1721 3.5233 2.3747
H 2.5394 1.5270 5.7344
H 0.8114 1.1847 5.7112
H 1.4367 2.6692 4.9861
H 2.0989 -0.1468 3.9886
H 2.9174 2.6072 2.9454
H 3.2698 1.0826 2.1191
H 3.9539 1.4151 3.7216
H -1.6539 -0.3588 2.9156
H 0.1731 -1.0155 5.2848
H -1.5005 -1.5172 5.0869
H -1.1204 0.1861 5.3336
H 0.7883 -2.1980 3.0656
H -0.2115 -1.8981 1.6393
H -0.8935 -2.7303 3.0419
H -1.3559 2.1086 1.9396
H -0.8687 2.6792 4.9036
H -2.1928 1.7355 4.2066
H -2.0706 3.4610 3.8811
H 0.8396 3.8260 3.1836
H -0.4892 4.3654 2.1589
H 0.7834 3.3422 1.4871
Br 3.4000 -3.0274 -5.1750
C 2.7288 -2.7126 -3.4345
C 1.5645 -3.3559 -3.0377
N 1.0514 -3.2029 -1.8225
C 1.6720 -2.3678 -0.9932
C 2.8179 -1.6577 -1.3159
C 3.3820 -1.8617 -2.5654
C 3.4433 -0.6756 -0.3516
O 4.6527 -0.6653 -0.2384
O 2.6300 0.1016 0.2999
H 1.0461 -4.0208 -3.7197
H 1.2439 -2.2715 0.0024
H 4.2939 -1.3493 -2.8411
C 0.1411 -0.4667 -5.8094
Si 0.9457 1.0282 -4.9942
C 0.0968 2.5995 -5.5819
C 2.7648 1.0906 -5.4465
C 0.7741 0.8761 -3.1762
C 0.7410 0.7207 -1.9622
H 0.3105 -0.4690 -6.8896
H -0.9392 -0.4750 -5.6355
H 0.5580 -1.3926 -5.4029
H 0.1598 2.7003 -6.6692
H 0.5625 3.4814 -5.1349
H -0.9599 2.5991 -5.3002
H 2.8987 1.2726 -6.5170
H 3.2603 0.1481 -5.2026
H 3.2707 1.8896 -4.8986
O -1.3810 0.4637 0.0217
C -2.1904 0.0596 -0.8051
C -1.9163 -1.0360 -1.7760
C -2.4084 -2.3330 -1.0878
C -3.7897 -2.2968 -0.4082
C -3.8788 -1.4088 0.8491
C -4.1526 0.0738 0.5441
N -3.4967 0.4587 -0.7207
H -0.8569 -1.1082 -1.9992
H -2.4549 -0.8541 -2.7095
H -1.6646 -2.6127 -0.3367
H -2.3961 -3.1267 -1.8339
H -4.0272 -3.3218 -0.1190
H -4.5655 -2.0127 -1.1309
H -2.9299 -1.4966 1.3915
H -4.6502 -1.7828 1.5244
H -3.8026 0.7190 1.3487
H -5.2176 0.2589 0.4146
H -4.0221 0.1129 -1.5104

- Kohn-Sham gap (spin up / spin down) (eV) = 8.56 / 8.91
- E_LUMO (spin up / spin down) (eV) = 0.27 / 0.25
- total energy (Eh) = -5601.7312
- charge = 0
- 2S+1 = 5
- HOMO energy (spin up / spin down) (eV) = -8.3 / -8.7

List of Löwdin charges in e, atom by atom: atom 1 (Cr): 0.6128, atom 2 (C): -0.1089, atom 3 (C): -0.5107, atom 4 (C): -0.1052, atom 5 (P): 1.0673, atom 6 (C): -0.5367, atom 7 (C): -0.1094, atom 8 (C): -0.1221, atom 9 (C): -0.5384, atom 10 (C): -0.1033, atom 11 (C): -0.1074, atom 12 (H): 0.0840, atom 13 (H): 0.0510, atom 14 (H): 0.0654, atom 15 (H): 0.1070, atom 16 (H): 0.0732, atom 17 (H): 0.0473, atom 18 (H): 0.0847, atom 19 (H): 0.0885, atom 20 (H): 0.0795, atom 21 (H): 0.0827, atom 22 (H): 0.0534, atom 23 (H): 0.0869, atom 24 (H): 0.0331, atom 25 (H): 0.0850, atom 26 (H): 0.0818, atom 27 (H): 0.0643, atom 28 (H): 0.0644, atom 29 (H): 0.0820, atom 30 (H): 0.0673, atom 31 (H): 0.0836, atom 32 (H): 0.0726, atom 33 (Br): 0.7518, atom 34 (C): -0.6585, atom 35 (C): -0.1931, atom 36 (N): 0.0833, atom 37 (C): -0.1179, atom 38 (C): -0.1239, atom 39 (C): -0.0387, atom 40 (C): -0.5851, atom 41 (O): 0.0784, atom 42 (O): -0.2081, atom 43 (H): 0.1016, atom 44 (H): 0.0971, atom 45 (H): 0.1278, atom 46 (C): -0.1843, atom 47 (Si): 0.4099, atom 48 (C): -0.1959, atom 49 (C): -0.1822, atom 50 (C): -0.2069, atom 51 (C): -0.1571, atom 52 (H): 0.0303, atom 53 (H): 0.0229, atom 54 (H): 0.0008, atom 55 (H): 0.0266, atom 56 (H): 0.0282, atom 57 (H): 0.0246, atom 58 (H): 0.0308, atom 59 (H): -0.0042, atom 60 (H): 0.0336, atom 61 (O): -0.0591, atom 62 (C): -0.4440, atom 63 (C): -0.0921, atom 64 (C): -0.1584, atom 65 (C): -0.1808, atom 66 (C): -0.1676, atom 67 (C): -0.1534, atom 68 (N): 0.0798, atom 69 (H): 0.0711, atom 70 (H): 0.1333, atom 71 (H): 0.1059, atom 72 (H): 0.1170, atom 73 (H): 0.1112, atom 74 (H): 0.1154, atom 75 (H): 0.0902, atom 76 (H): 0.1122, atom 77 (H): 0.1089, atom 78 (H): 0.1197, atom 79 (H): 0.1231

---

> Number 3 is which compound?

C2H9NOS

---

> Which of these has the lowest charge?

C10H27AgO6S3